Here is C24H42IrN3Se2Te2 as an isolated structure from the OMol25 dataset. Energies are from wB97M-V/def2-TZVPD.

Structure (XYZ):
```
74
Properties=species:S:1:pos:R:3:mulliken_spin:R:1
Ir -0.222 0.474 0.097 1.76
C 0.763 0.860 2.248 0.14
C 1.999 0.358 1.735 0.12
C 2.359 1.208 0.624 0.21
C 1.376 2.230 0.552 0.09
C 0.381 2.054 1.562 0.03
C -0.541 3.142 2.079 -0.04
C -1.572 2.579 3.056 0.00
C -1.248 3.864 0.933 0.00
C 0.336 4.153 2.837 0.01
C 3.502 1.183 -0.401 0.01
C 3.404 2.415 -1.312 0.00
C 4.880 1.264 0.270 0.01
C 3.430 -0.032 -1.343 0.01
C 2.725 -0.763 2.495 -0.02
C 1.770 -1.455 3.477 0.02
C 3.836 -0.126 3.352 0.02
C 3.311 -1.891 1.639 0.02
H 0.291 0.516 3.156 0.03
H 1.391 3.057 -0.140 -0.01
H -2.189 1.803 2.597 0.00
H -2.241 3.378 3.390 0.00
H -1.093 2.157 3.944 0.00
H -1.928 3.199 0.398 -0.01
H -0.529 4.256 0.207 0.00
H -1.821 4.711 1.323 0.00
H 0.892 3.662 3.640 0.00
H -0.284 4.941 3.277 0.00
H 1.059 4.623 2.164 0.00
H 3.489 3.347 -0.747 0.00
H 2.468 2.431 -1.876 0.01
H 4.223 2.384 -2.035 0.00
H 4.928 2.117 0.954 0.00
H 5.649 1.400 -0.495 0.00
H 5.138 0.370 0.832 0.00
H 2.537 0.025 -1.969 0.00
H 3.394 -0.977 -0.813 0.01
H 4.306 -0.042 -2.000 0.00
H 1.378 -0.767 4.231 0.00
H 2.319 -2.236 4.010 0.00
H 0.931 -1.919 2.957 -0.01
H 3.401 0.590 4.056 0.00
H 4.571 0.406 2.751 -0.01
H 4.357 -0.898 3.929 0.00
H 2.530 -2.350 1.025 -0.01
H 3.720 -2.664 2.297 0.00
H 4.114 -1.568 0.987 0.00
Se -0.249 1.015 -2.325 0.30
Te -2.090 -0.095 -3.555 0.23
Te -3.941 -0.429 -1.603 0.42
Se -2.798 0.353 0.369 0.45
C -2.252 -4.162 2.574 0.00
C -1.704 -2.850 3.090 0.01
N -1.137 -2.098 1.989 0.05
C -0.683 -2.589 0.809 -0.02
N -0.154 -1.763 -0.060 0.17
C 0.437 -2.312 -1.280 -0.01
C -0.242 -3.590 -1.720 -0.01
C -0.234 -4.563 -0.567 0.00
N -0.838 -3.936 0.602 0.00
C -1.196 -4.814 1.707 0.00
H -3.148 -3.983 1.976 0.00
H -2.518 -4.813 3.407 0.00
H -0.945 -3.042 3.858 0.00
H -2.490 -2.250 3.549 0.00
H -0.953 -1.114 2.105 -0.01
H 1.508 -2.492 -1.130 0.01
H 0.360 -1.556 -2.055 0.01
H 0.273 -4.017 -2.581 0.00
H -1.272 -3.375 -2.018 0.01
H 0.792 -4.884 -0.345 0.00
H -0.812 -5.459 -0.793 0.00
H -0.314 -5.073 2.310 0.00
H -1.570 -5.740 1.273 0.00
```

Output
Frontier orbital gap (alpha / beta) ... 5.549 / 5.454 eV
Highest occupied orbital energy (alpha / beta) ... -5.69 / -7.28 eV
Multiplicity ... 5
Relative energy (zero: lowest compared OMol25 entry of this formula, charge and spin) ... 0.00 kcal per mole
Total charge ... 0
<S²> ... 6.032
LUMO (alpha / beta) ... -0.137 / -1.827 eV